{"formula": "C18H40IrNO3PSSi3", "method": "ωB97M-V/def2-TZVPD", "elements": ["Ir", "C", "Si", "C", "C", "C", "Si", "C", "C", "C", "Si", "C", "C", "C", "C", "C", "C", "C", "N", "H", "H", "H", "H", "H", "H", "H", "H", "H", "H", "H", "H", "H", "H", "H", "H", "H", "H", "H", "H", "H", "H", "H", "H", "H", "H", "H", "H", "C", "S", "O", "O", "O", "H", "H", "H", "C", "P", "C", "C", "H", "H", "H", "H", "H", "H", "H", "H", "H"], "positions_angstrom": [[-0.3650, 0.2994, 1.0774], [3.1290, -0.6047, -0.7082], [1.5986, -0.0371, -1.6271], [1.7351, -0.8719, -3.2904], [1.6477, 1.8129, -1.9349], [-0.1017, -0.5319, -0.7683], [-0.3523, -2.4724, -0.8887], [1.1859, -3.4171, -0.4377], [-0.9057, -2.8801, -2.6291], [-1.7760, -3.0379, 0.2025], [-1.5501, 0.3497, -1.7002], [-1.4934, 0.4639, -3.5537], [-3.2268, -0.2303, -1.1190], [-1.3978, 2.0887, -0.9630], [-1.8230, 3.2741, -1.5443], [-1.7446, 4.4659, -0.8438], [-1.2599, 4.4474, 0.4577], [-0.8491, 3.2493, 0.9950], [-0.8932, 2.1030, 0.2933], [3.9714, -0.0171, -1.0865], [3.3399, -1.6452, -0.9537], [3.1397, -0.5262, 0.3728], [2.6508, -0.4656, -3.7335], [0.9233, -0.6762, -3.9857], [1.8743, -1.9489, -3.2019], [2.6542, 2.0595, -2.2859], [1.4328, 2.4496, -1.0786], [0.9632, 2.0996, -2.7350], [1.9627, -3.3693, -1.2008], [0.9109, -4.4697, -0.3293], [1.6068, -3.0948, 0.5163], [-0.2441, -2.5674, -3.4313], [-1.9134, -2.5169, -2.8416], [-0.9653, -3.9728, -2.6634], [-2.4349, -2.2311, 0.5235], [-1.3999, -3.5562, 1.0828], [-2.3878, -3.7417, -0.3664], [-1.5168, -0.5150, -4.0302], [-0.6328, 1.0129, -3.9321], [-2.3975, 0.9935, -3.8687], [-3.4389, -1.2633, -1.3958], [-3.9923, 0.3996, -1.5790], [-3.3475, -0.1404, -0.0346], [-2.2185, 3.2558, -2.5513], [-2.0693, 5.3942, -1.2947], [-1.2083, 5.3460, 1.0557], [-0.5003, 3.1843, 2.0144], [-2.3601, -2.2231, 3.5682], [-1.0267, -1.1268, 3.3142], [-0.2029, -1.5610, 2.1207], [-0.2819, -0.9935, 4.5197], [-1.5936, 0.1917, 2.7811], [-1.9324, -3.1951, 3.8125], [-2.9814, -2.2750, 2.6796], [-2.9113, -1.8325, 4.4230], [1.0619, 1.8391, 3.7438], [1.5044, 0.9321, 2.2448], [2.5762, 2.0768, 1.3625], [2.4501, -0.4951, 2.8065], [1.9682, 1.8455, 4.3564], [0.2705, 1.3477, 4.3021], [0.7992, 2.8717, 3.5263], [3.3778, 2.3463, 2.0553], [2.0228, 2.9794, 1.1047], [3.0109, 1.6438, 0.4683], [3.4809, -0.1691, 2.9622], [2.4225, -1.3152, 2.0956], [2.0245, -0.8357, 3.7494]], "molar_mass_da": 658.038, "charge": 2, "multiplicity": 2, "s_squared": 0.757, "de_lowest_kcal_mol": 0.0, "lumo_energy_ev": [-7.8, -8.9], "e_homo_ev": [-15.3365, -15.4571]}

{"formula": "C18H40OP2PtSi", "method": "ωB97M-V/def2-TZVPD", "elements": ["P", "P", "C", "C", "H", "H", "H", "H", "C", "H", "H", "H", "C", "H", "H", "H", "C", "H", "H", "H", "C", "H", "H", "H", "Pt", "C", "C", "C", "C", "C", "C", "C", "C", "C", "H", "H", "H", "H", "H", "H", "H", "H", "H", "H", "H", "H", "H", "H", "H", "C", "Si", "C", "C", "O", "H", "H", "H", "H", "H", "H", "H", "H", "H"], "positions_angstrom": [[0.3702, -0.7106, -3.1806], [-0.7502, -3.6855, -3.4536], [0.8507, -1.8549, -4.5821], [-0.3815, -2.6851, -4.9181], [1.6587, -2.4899, -4.1877], [1.2139, -1.3377, -5.4742], [-1.2528, -2.0789, -5.2169], [-0.1735, -3.3816, -5.7330], [0.4111, -5.1155, -3.8143], [0.3674, -5.8604, -3.0096], [1.4545, -4.7989, -3.9739], [0.0456, -5.5622, -4.7537], [-2.3097, -4.4675, -3.9646], [-2.1101, -5.1752, -4.7718], [-3.0025, -3.6907, -4.3162], [-2.7529, -4.9995, -3.1154], [2.7813, -0.1413, -3.3599], [3.2565, 0.8330, -3.5136], [2.9654, -0.7802, -4.2287], [3.0322, -0.5715, -2.3930], [-1.0292, 0.0952, -4.0671], [-1.8986, -0.0233, -3.4278], [-1.1874, -0.3252, -5.0596], [-0.7956, 1.1622, -4.2224], [1.1683, 1.2700, -3.4467], [-0.6338, -5.1427, -0.8133], [0.6712, -4.9566, -0.6949], [1.3936, -3.7300, -1.1176], [0.7303, -2.4115, -0.6459], [-0.4910, -2.0022, -1.3814], [-1.5531, -2.8506, -2.0025], [-2.4519, -3.4799, -0.9468], [-1.7008, -4.4484, -0.0273], [0.7623, 3.2765, -3.3449], [-1.0187, -5.9956, -1.3894], [1.3505, -5.7065, -0.2550], [1.5503, -3.7023, -2.2137], [2.3936, -3.7560, -0.6651], [0.5338, -2.4491, 0.4442], [1.4939, -1.6071, -0.7554], [-0.8716, -1.0560, -0.9772], [-2.2132, -2.1679, -2.5536], [-3.3242, -3.9751, -1.3631], [-2.8426, -2.6637, -0.3359], [-1.2993, -3.8451, 0.8138], [-2.3922, -5.1985, 0.4115], [-0.1445, 3.5098, -2.7614], [0.6961, 3.6268, -4.3947], [1.6705, 3.6855, -2.8691], [-0.9400, 2.7814, 0.0202], [0.6051, 1.7172, 0.0800], [2.0917, 2.5804, 0.8419], [0.1288, 0.2703, 1.2293], [1.0976, 1.1390, -1.3368], [-0.8060, 3.6452, 0.6913], [-1.8257, 2.2190, 0.3605], [-1.1517, 3.1612, -0.9880], [1.8300, 3.0882, 1.7832], [2.8863, 1.8473, 1.0495], [2.5036, 3.3178, 0.1415], [-0.8043, -0.2272, 0.9268], [0.9248, -0.4858, 1.2621], [-0.0245, 0.6342, 2.2562]], "molar_mass_da": 557.629, "charge": 2, "multiplicity": 5, "s_squared": 6.016, "de_lowest_kcal_mol": 90.0, "lumo_energy_ev": [-7.6, -8.8], "e_homo_ev": [-13.0072, -14.5261]}

{"formula": "C18H41Cl2F8N8O13S4", "method": "ωB97M-V/def2-TZVPD", "elements": ["N", "H", "H", "H", "H", "C", "F", "F", "F", "S", "O", "O", "N", "S", "O", "O", "C", "F", "F", "F", "N", "S", "O", "O", "F", "S", "O", "O", "F", "C", "C", "O", "N", "C", "H", "H", "H", "H", "H", "H", "H", "C", "C", "O", "N", "C", "H", "H", "H", "H", "H", "H", "H", "C", "C", "O", "N", "C", "H", "H", "H", "H", "H", "H", "H", "C", "C", "O", "N", "C", "H", "H", "H", "H", "H", "H", "H", "C", "C", "O", "N", "C", "H", "H", "H", "H", "H", "H", "H", "C", "Cl", "Cl", "H", "H"], "positions_angstrom": [[-1.7766, -4.0244, 2.4192], [-1.8251, -3.6123, 3.3400], [-1.3569, -3.2949, 1.8607], [-2.7593, -4.1143, 2.2044], [-1.3054, -4.9144, 2.3413], [0.6014, -3.4530, 7.2126], [1.5955, -3.6242, 8.0738], [0.9439, -2.4090, 6.3755], [0.3909, -4.5130, 6.5600], [-0.9030, -2.8852, 8.2605], [-1.2643, -4.1081, 9.0215], [-0.4045, -1.8519, 9.1437], [-2.0773, -2.5129, 6.9465], [-3.1538, -1.5167, 7.5180], [-3.2660, -1.4646, 8.9333], [-3.3139, -0.2658, 6.8080], [-4.8266, -2.5787, 7.1424], [-4.8484, -2.9115, 5.8137], [-4.7100, -3.6378, 7.9086], [-5.8662, -1.8314, 7.3991], [0.3262, -0.5549, -0.5576], [0.7466, -0.5814, -2.1904], [2.1342, -0.9350, -2.5461], [-0.0455, 0.2570, -3.1076], [0.1022, -2.0342, -2.3986], [0.8801, 0.8067, -0.3625], [0.1349, 2.0145, -0.5815], [2.3197, 0.8491, -0.3857], [0.7360, 0.7136, 1.2327], [-7.9596, -1.9604, -1.3442], [-6.4460, -2.0745, -1.1891], [-5.9566, -3.1644, -0.9029], [-5.6198, -1.0280, -1.1696], [-5.9374, 0.2798, -1.5270], [-8.3359, -2.5127, -2.2053], [-8.2604, -0.9262, -1.5114], [-8.4866, -2.4190, -0.5074], [-4.6692, -1.1795, -0.8639], [-5.0100, 0.8367, -1.3923], [-6.6142, 0.6838, -0.7741], [-6.2779, 0.5030, -2.5381], [4.6562, -8.0952, -4.7799], [5.2341, -8.1451, -3.3593], [6.3112, -8.7684, -3.2352], [4.5928, -7.3745, -2.4094], [5.0327, -7.1871, -1.0244], [5.4786, -8.0571, -5.4943], [4.0097, -7.2404, -4.9788], [3.9765, -8.9242, -4.9767], [3.6484, -7.0284, -2.5007], [4.2489, -6.6887, -0.4540], [6.0268, -6.7433, -1.0777], [5.1154, -8.1179, -0.4632], [9.2887, -0.5699, 1.8166], [9.7610, -0.0766, 0.4034], [10.9330, 0.0357, 0.0348], [8.7616, 0.1210, -0.4541], [8.8100, 0.7046, -1.7411], [8.2182, -0.4865, 2.0043], [9.8086, 0.0829, 2.5178], [9.3525, -1.6565, 1.8749], [7.7845, -0.0319, -0.2493], [8.2410, 1.6342, -1.7526], [8.2908, -0.0048, -2.3856], [9.8364, 0.8537, -2.0764], [-2.3116, 6.3687, 4.9991], [-3.1556, 7.4184, 5.6802], [-2.7903, 8.1675, 6.6233], [-4.3523, 7.6024, 5.1416], [-5.2948, 8.6336, 5.5302], [-2.9242, 5.6429, 4.4644], [-1.8853, 5.6743, 5.7232], [-1.5713, 6.9078, 4.4079], [-4.6319, 7.0219, 4.3639], [-6.2497, 8.1955, 5.8207], [-5.4700, 9.2873, 4.6758], [-4.9062, 9.2034, 6.3742], [-2.8389, 5.7045, -6.4784], [-1.6234, 6.3991, -6.6912], [-1.6094, 7.5934, -6.8294], [-0.5353, 5.6339, -6.4980], [0.7777, 6.2502, -6.5013], [-3.6412, 6.2219, -7.0045], [-3.0971, 5.5647, -5.4287], [-2.7645, 4.6682, -6.8079], [-0.7092, 4.7281, -6.0864], [1.0253, 6.7780, -7.4223], [1.6668, 5.6296, -6.3898], [0.8975, 6.9582, -5.6811], [0.4888, 0.3106, -9.8551], [0.4654, -0.4408, -11.4159], [2.0912, 0.8148, -9.4448], [-0.2347, 1.1243, -9.9057], [0.1313, -0.3482, -9.0637]], "molar_mass_da": 928.727, "charge": -1, "multiplicity": 1, "lumo_energy_ev": -0.4, "e_homo_ev": -7.3677}